Record 1
Entry from the Open Molecules 2025 dataset: a molecular structure, C17H34BCuF4NO5S2 in a non-equilibrium geometry (ωB97M-V/def2-TZVPD).

Properties
- HOMO-LUMO gap (eV) = 2.3350
- relative energy (zero: lowest compared OMol25 entry of this formula, charge and spin) (kJ/mol) = 0.0

```
! RIJCOSX wB97M-V def2-TZVPD def2/J DEFGRID3
* xyz -1 1
Cu 2.07510 1.72103 2.14232
C -1.54319 2.51414 -4.04516
C -2.85850 3.29248 -3.74277
C -3.90716 2.64927 -4.71544
C -5.26425 3.17396 -4.40499
C -5.66407 2.82544 -2.97791
C -4.71498 3.43630 -1.87088
N -3.29746 3.13626 -2.31652
O -2.23976 3.63661 -1.43462
C -5.15199 2.63047 -0.64023
C -5.06338 4.99277 -1.73995
C -2.61095 4.87051 -4.19265
H -0.72253 2.81133 -3.39225
H -1.04653 2.93666 -4.91861
H -1.52781 1.42595 -4.10605
H -3.74776 1.58564 -4.53833
H -3.72313 2.68878 -5.78907
H -5.95241 2.70041 -5.10519
H -5.26181 4.24457 -4.60959
H -5.68920 1.73848 -2.90059
H -6.68302 3.12807 -2.73651
H -4.76798 1.61270 -0.57118
H -6.22825 2.48141 -0.55335
H -4.86044 3.19347 0.24641
H -4.83088 5.56759 -2.63640
H -4.68349 5.27893 -0.75919
H -6.11825 5.23040 -1.60257
H -1.55510 5.06349 -4.38247
H -2.98273 5.66841 -3.54981
H -3.14094 5.12168 -5.11141
B 6.30021 2.25232 4.76904
F 6.57526 2.10971 6.12310
F 5.42049 3.29983 4.42746
F 7.47706 2.41200 4.01688
F 5.66600 1.08800 4.53615
C -2.45172 -4.43075 6.54439
C -1.23512 -5.34141 6.90474
C -0.01734 -4.40648 6.95708
S -0.71811 -2.65100 7.18919
O -0.45154 -2.07293 5.86399
O -0.14254 -2.00865 8.36424
C -2.45293 -3.10263 7.35537
H -3.40887 -4.91133 6.74690
H -2.47467 -4.18743 5.48214
H -1.12888 -6.12744 6.15710
H -1.40887 -5.80645 7.87512
H 0.66303 -4.36497 6.10649
H 0.58849 -4.70601 7.81227
H -3.06239 -2.28683 6.96663
H -2.61647 -3.38537 8.39529
C 7.04461 -3.82614 -3.98837
C 7.95858 -2.91675 -3.19252
C 7.61580 -3.17562 -1.72328
S 5.84155 -3.53790 -1.55422
O 5.16801 -2.23176 -1.33746
O 5.59342 -4.74517 -0.77780
C 5.70019 -3.98356 -3.38974
H 7.49844 -4.81561 -4.04409
H 7.13265 -3.57979 -5.04652
H 7.92309 -1.86129 -3.46240
H 9.00633 -3.09012 -3.43804
H 7.89919 -2.48268 -0.93105
H 8.01533 -4.16246 -1.48955
H 4.90589 -3.31888 -3.72942
H 5.33867 -5.00167 -3.53419
*
```

---

Record 2
Entry from the Open Molecules 2025 dataset: a molecular structure, C17H34BrN3O2PtSSi (ωB97M-V/def2-TZVPD).

Properties
- HOMO-LUMO gap (alpha / beta) (eV) = 7.5072 / 7.5093
- relative energy (zero: lowest compared OMol25 entry of this formula, charge and spin) (kJ/mol) = 22.6

```
! RIJCOSX wB97M-V def2-TZVPD def2/J DEFGRID3
* xyz 0 1
Pt -1.77079 1.80361 1.15684
C -5.26219 1.60233 -1.28373
C -4.23004 1.64007 -0.20790
N -2.96185 1.76740 -0.44351
O -2.58257 2.00798 -1.75677
C -4.57506 1.56659 1.18018
C -5.94182 1.38302 1.74299
N -3.54748 1.66887 2.02209
O -3.70000 1.60124 3.24273
H -4.80790 1.66841 -2.26586
H -5.96242 2.42844 -1.15597
H -5.83139 0.67509 -1.20777
H -1.70153 1.61056 -1.82317
H -6.69699 1.39745 0.95999
H -6.15944 2.17444 2.46233
H -6.01520 0.43884 2.28726
S 0.41989 1.52795 5.34284
C -0.27985 1.76387 3.91092
N -0.76679 1.92777 2.85952
C 2.59354 0.57089 2.13605
C 2.03964 -0.67825 1.42969
C 3.13918 -1.75734 1.42452
C 0.87027 -1.19514 2.28427
Si 1.49839 -0.30473 -0.35564
Br 0.39166 1.77686 -0.26002
C 0.20833 -1.51675 -1.08758
C -0.03406 -1.27111 -2.58338
C -1.16280 -1.40978 -0.40325
C 0.72011 -2.95886 -0.91459
C 2.92849 0.12573 -1.56166
C 4.01767 0.95938 -0.86925
C 3.57233 -1.17622 -2.07110
C 2.47209 0.94607 -2.78043
H 2.91800 0.28498 3.13964
H 1.83203 1.33729 2.25922
H 3.44556 1.01212 1.62487
H 3.37449 -2.00961 2.46230
H 4.06219 -1.41065 0.95908
H 2.83132 -2.67883 0.92643
H 1.21735 -1.29893 3.31590
H 0.50973 -2.17058 1.95651
H 0.03269 -0.49709 2.30525
H -0.36044 -0.24776 -2.78431
H -0.83007 -1.94106 -2.92283
H 0.84435 -1.47607 -3.19391
H -1.63753 -0.44922 -0.60075
H -1.12472 -1.54323 0.67523
H -1.81540 -2.18757 -0.81354
H 1.69806 -3.11903 -1.37116
H 0.01619 -3.64146 -1.40061
H 0.78350 -3.24990 0.13329
H 4.51875 0.41717 -0.06945
H 3.62318 1.89091 -0.45953
H 4.77728 1.22120 -1.61224
H 3.91807 -1.82130 -1.26232
H 4.44410 -0.92002 -2.68091
H 2.89589 -1.75409 -2.70108
H 2.09114 1.92577 -2.49144
H 1.71269 0.44895 -3.37888
H 3.34021 1.11334 -3.42540
*
```

---

Record 3
Entry from the Open Molecules 2025 dataset: 2 unconnected molecules or ions with the total composition C17H34N in a non-equilibrium geometry (ωB97M-V/def2-TZVPD).

Properties
- HOMO-LUMO gap (eV) = 7.6774
- relative energy (zero: lowest compared OMol25 entry of this formula, charge and spin) (kJ/mol) = 1897.8

```
! RIJCOSX wB97M-V def2-TZVPD def2/J DEFGRID3
* xyz 1 1
C -4.66946 2.39238 -4.23589
C -4.54572 1.25077 -4.40479
C -4.31596 -0.26489 -4.52806
H -3.37218 -0.36660 -5.00303
H -5.07482 -0.41685 -4.95838
N -4.12198 -0.76103 -2.92977
C -3.94309 -2.21902 -2.97704
H -4.64684 -2.69470 -3.74921
H -3.62798 -2.70851 -2.25773
H -3.03813 -2.40139 -3.82198
C -5.27929 -0.79901 -2.30563
H -5.14489 -1.10549 -1.34011
H -5.57392 0.66547 -2.22115
H -6.21312 -1.16136 -2.84961
C -2.92766 -0.11795 -2.32031
C -1.62247 -0.38209 -2.66215
H -1.39436 -1.28209 -2.71614
H -1.58006 0.01256 -3.73733
C -0.59969 0.38316 -2.12871
C -0.44776 -0.13171 -0.46129
C 0.82989 0.71272 0.11802
C 0.93694 0.05856 1.75115
C 2.07789 0.78526 2.29611
C 2.18135 0.35133 3.89067
C 3.59389 1.07896 4.24103
C 4.60679 0.23815 4.46693
C 5.22466 0.10901 3.22913
C 6.64543 -0.93269 3.23837
H 6.44700 -1.74741 4.01321
H 7.24223 -0.19187 3.93304
H 7.09197 -1.10585 2.28597
H 4.69185 -0.59608 2.53006
H 5.43272 0.82824 2.61681
H 4.40730 -0.55494 5.08184
H 5.40330 0.83477 5.19158
H 3.65420 1.87138 3.90373
H 3.18969 1.43429 5.34737
H 2.18083 -0.74851 3.96598
H 1.30980 0.67474 4.27807
H 3.06399 0.55084 1.84303
H 1.73123 1.99066 2.34437
H -0.02346 0.24440 2.38156
H 1.12070 -0.84289 1.71376
H 1.64885 0.58915 -0.30196
H 0.71079 1.72469 0.12919
H -1.45869 0.20042 -0.05937
H -0.34596 -1.03694 -0.54026
H -1.05043 1.61787 -1.98816
H 0.44365 0.35316 -2.60532
H -3.13567 0.80160 -2.07643
H -3.01618 -0.63846 -1.30515
H -4.69715 3.45378 -4.30601
*
```

---

Record 4
Entry from the Open Molecules 2025 dataset: 2 unconnected molecules or ions with the total composition C17H34N4Si2 in a non-equilibrium geometry (ωB97M-V/def2-TZVPD).

Properties
- HOMO-LUMO gap (eV) = 1.9561

```
! RIJCOSX wB97M-V def2-TZVPD def2/J DEFGRID3
* xyz 0 1
C -1.11727 0.02618 0.09653
C -2.57233 0.65778 -0.04380
C -2.18122 2.10729 -0.41489
N -0.76506 2.41568 -0.47551
C -0.27754 3.76992 -0.83352
C -0.97113 4.94811 0.05942
C -2.23458 5.63053 -0.66655
C -3.52654 5.77213 0.32735
N -4.67045 4.88252 -0.09927
C -5.20342 3.68705 0.54551
C -6.37469 3.03769 -0.22322
N -6.46158 3.99641 -1.34314
C -5.49242 5.05177 -1.29054
C -0.07623 1.17507 -0.16628
H -0.92136 -1.07518 0.34035
H -3.59336 0.17550 0.09161
H -2.86349 2.98606 -0.65907
H 0.86717 3.88613 -0.79184
H -0.56680 3.93583 -1.94598
H -1.33346 4.47563 1.04007
H -0.19158 5.77378 0.23047
H -2.59362 5.03004 -1.59247
H -2.03452 6.69555 -1.06084
H -3.94486 6.85079 0.28583
H -3.23674 5.59818 1.43488
H -4.75704 3.26362 1.50514
H -7.00145 2.11287 -0.01155
H -7.19336 3.83031 -2.05222
H -5.34131 5.92173 -2.01698
H 1.05161 1.03516 -0.11875
C -0.11383 -4.08208 0.61385
Si 1.74356 -3.83715 0.89176
C 2.17885 -4.76834 2.46619
C 2.00277 -1.99860 1.18987
N 2.59626 -4.41936 -0.49000
Si 4.31715 -4.34807 -0.57891
C 5.16100 -5.35987 0.76343
C 4.98144 -2.58971 -0.51471
C 4.87097 -5.07665 -2.23404
H -0.67730 -3.71839 1.48022
H -0.44937 -3.53015 -0.26869
H -0.34837 -5.14086 0.47469
H 1.47084 -4.51560 3.26328
H 3.17626 -4.50873 2.82655
H 2.13397 -5.84806 2.30529
H 1.84835 -1.42949 0.26863
H 3.00410 -1.78645 1.56927
H 1.28807 -1.63246 1.93653
H 5.07007 -4.88868 1.74451
H 6.23134 -5.45616 0.54807
H 4.73728 -6.36592 0.81673
H 4.44920 -1.94637 -1.21955
H 6.04414 -2.57720 -0.78243
H 4.89628 -2.16029 0.48597
H 4.44974 -4.50745 -3.06796
H 4.55254 -6.11806 -2.32513
H 5.96332 -5.04391 -2.31411
*
```